Entry 1:
A structure of composition C46H68N5NaOP2SSeTe in a non-equilibrium geometry, computed with the ωB97M-V functional and the def2-TZVPD basis.

Structure (XYZ):
```
126
Properties=species:S:1:pos:R:3:lowdin_charge:R:1
Na -0.304 -0.323 0.372 -0.06
C 2.957 -1.122 -2.316 -0.19
C 2.696 0.389 -2.071 -0.19
N 2.243 0.632 -0.724 -0.07
C 3.227 0.901 0.294 -0.24
C 3.981 -0.375 0.722 -0.21
N 3.102 -1.511 0.882 -0.04
C 3.433 -2.746 0.217 -0.22
C 2.442 -3.103 -0.931 -0.22
N 1.984 -1.916 -1.599 -0.05
H 3.958 -1.373 -1.959 0.09
H 2.941 -1.318 -3.399 0.10
H 3.610 0.960 -2.320 0.11
H 1.905 0.712 -2.749 0.09
H 1.513 1.327 -0.714 0.01
H 2.690 1.291 1.161 0.03
H 3.984 1.649 -0.019 0.11
H 4.528 -0.147 1.649 0.10
H 4.726 -0.609 -0.044 0.10
H 2.732 -1.607 1.816 0.07
H 3.455 -3.589 0.921 0.08
H 4.442 -2.679 -0.209 0.10
H 1.556 -3.584 -0.512 0.08
H 2.948 -3.834 -1.597 0.11
H 1.150 -2.072 -2.150 0.07
C 0.295 5.296 0.869 -0.12
C 0.803 3.932 0.396 -0.52
C 1.874 4.145 -0.679 -0.12
P -0.458 2.600 -0.124 1.12
C -2.036 3.299 0.607 -0.54
C -3.218 2.532 0.020 -0.12
C -2.047 3.176 2.131 -0.14
C -0.812 2.959 -1.884 -0.31
C -0.935 4.252 -2.382 -0.08
C -1.233 4.528 -3.709 -0.31
C -1.256 5.942 -4.234 -0.08
C -1.488 3.442 -4.546 -0.07
C -1.397 2.149 -4.084 -0.04
C -1.014 1.843 -2.750 -0.32
N -0.965 0.576 -2.269 0.03
C -0.758 -0.507 -3.067 -0.36
C 0.075 -0.546 -4.207 -0.06
C 0.362 -1.734 -4.856 -0.08
C -0.148 -2.947 -4.407 -0.31
C 0.175 -4.251 -5.091 -0.07
C -0.995 -2.926 -3.298 -0.08
C -1.340 -1.745 -2.659 -0.33
P -2.387 -1.560 -1.184 1.14
C -3.779 -0.504 -1.885 -0.52
C -4.194 -0.732 -3.338 -0.10
C -4.989 -0.490 -0.952 -0.12
C -3.097 -3.288 -1.001 -0.54
C -4.044 -3.792 -2.091 -0.13
C -3.737 -3.450 0.380 -0.13
H 1.127 5.858 1.304 0.07
H -0.475 5.209 1.632 0.05
H -0.102 5.888 0.043 0.06
H 1.276 3.446 1.259 0.07
H 1.444 4.603 -1.569 0.06
H 2.337 3.206 -0.978 0.05
H 2.660 4.805 -0.299 0.07
H -2.105 4.348 0.297 0.09
H -3.155 1.486 0.323 0.05
H -3.212 2.583 -1.070 0.06
H -4.166 2.938 0.382 0.08
H -2.250 2.144 2.409 0.03
H -1.093 3.445 2.584 0.03
H -2.832 3.806 2.558 0.08
H -0.794 5.096 -1.717 0.09
H -1.398 6.659 -3.424 0.07
H -2.058 6.085 -4.962 0.06
H -0.311 6.184 -4.730 0.07
H -1.783 3.621 -5.577 0.10
H -1.648 1.329 -4.746 0.10
H 0.527 0.374 -4.558 0.10
H 1.008 -1.721 -5.730 0.10
H 0.879 -4.102 -5.910 0.06
H -0.728 -4.709 -5.505 0.07
H 0.612 -4.963 -4.386 0.07
H -1.388 -3.874 -2.948 0.10
H -3.317 0.482 -1.842 0.06
H -4.813 -1.621 -3.456 0.05
H -3.320 -0.825 -3.984 0.06
H -4.778 0.127 -3.682 0.07
H -5.583 -1.401 -1.050 0.06
H -5.640 0.356 -1.191 0.08
H -4.680 -0.392 0.090 0.02
H -2.194 -3.914 -1.004 0.08
H -5.024 -3.327 -1.989 0.06
H -4.186 -4.874 -1.995 0.07
H -3.661 -3.586 -3.091 0.06
H -4.625 -2.827 0.487 0.06
H -3.036 -3.170 1.165 0.03
H -4.036 -4.491 0.538 0.07
Se -4.468 -0.301 3.154 0.41
C -2.851 -0.363 2.450 -1.02
N -1.799 -0.354 1.949 -0.04
C 0.613 -4.792 1.759 -0.22
S 0.012 -3.088 2.146 0.88
O -1.378 -3.313 2.589 -0.52
C 0.945 -2.954 3.678 -0.41
C 0.346 -2.176 4.685 -0.17
C 0.913 -2.256 5.975 -0.09
C 2.153 -2.817 6.160 -0.11
C 2.831 -3.418 5.094 -0.09
C 2.208 -3.490 3.855 -0.12
H 0.643 -5.366 2.681 0.06
H 1.594 -4.749 1.290 0.02
H -0.119 -5.209 1.072 0.05
H -0.706 -1.959 4.574 0.09
H 0.390 -1.798 6.805 0.10
H 2.610 -2.816 7.143 0.09
H 3.804 -3.867 5.249 0.09
H 2.709 -4.008 3.045 0.08
Te 0.766 0.768 3.432 0.88
C 2.219 1.638 4.697 -0.67
C 1.820 2.124 5.949 -0.19
C 2.706 2.728 6.825 -0.13
C 4.046 2.864 6.477 -0.15
C 4.469 2.383 5.243 -0.13
C 3.573 1.783 4.373 -0.17
H 0.776 2.031 6.228 0.07
H 2.355 3.106 7.780 0.08
H 4.748 3.334 7.156 0.08
H 5.515 2.483 4.968 0.09
H 3.929 1.418 3.416 0.07
```

LUMO   3.45 eV
E_HOMO   -1.16 eV
Net charge   -2
Orbital gap   4.61 eV
Spin multiplicity   1


Entry 2:
A structure of composition C46H70AsF6NOP2PtSi in a non-equilibrium geometry, computed with the ωB97M-V functional and the def2-TZVPD basis.

Structure (XYZ):
```
129
Properties=species:S:1:pos:R:3:lowdin_charge:R:1
Pt 0.083 -0.742 -0.275 0.72
O 3.046 -0.767 -1.190 -0.05
N 2.444 -0.666 0.058 -0.10
C 3.207 -1.048 1.012 -0.11
C 2.944 -1.004 2.430 -0.20
C 4.075 -1.139 3.250 0.00
C 3.987 -1.082 4.623 -0.03
C 2.756 -0.869 5.224 -0.03
C 1.627 -0.735 4.437 -0.10
C 1.692 -0.812 3.046 -0.29
P 0.086 -0.725 2.178 1.05
C -0.790 0.646 3.000 -0.33
C -2.176 0.720 2.882 -0.07
C -2.869 1.784 3.426 -0.05
C -2.189 2.781 4.110 -0.05
C -0.810 2.710 4.235 -0.06
C -0.107 1.662 3.672 -0.12
C -0.849 -2.185 2.750 -0.35
C -2.041 -2.449 2.079 -0.14
C -2.910 -3.418 2.545 -0.05
C -2.569 -4.166 3.662 -0.05
C -1.345 -3.965 4.282 -0.06
C -0.485 -2.976 3.836 -0.07
H 2.378 -0.490 -1.842 0.06
H 4.207 -1.384 0.738 0.15
H 5.038 -1.285 2.786 0.12
H 4.872 -1.197 5.229 0.12
H 2.671 -0.812 6.298 0.12
H 0.671 -0.555 4.911 0.12
H -2.730 -0.048 2.363 0.09
H -3.940 1.830 3.304 0.12
H -2.732 3.609 4.536 0.12
H -0.272 3.481 4.766 0.11
H 0.969 1.632 3.772 0.10
H -2.293 -1.880 1.194 0.05
H -3.845 -3.583 2.035 0.12
H -3.251 -4.909 4.047 0.11
H -1.059 -4.574 5.126 0.11
H 0.455 -2.826 4.346 0.10
F -2.358 -0.355 -0.735 -0.41
As -4.257 0.026 -0.872 0.85
F -4.466 -1.371 -1.872 -0.22
F -3.814 0.911 -2.311 -0.24
F -5.887 0.471 -0.917 -0.19
F -4.407 -0.986 0.556 -0.24
F -3.855 1.387 0.158 -0.24
C -2.233 5.458 -0.246 -0.19
C -2.928 4.404 -1.099 -0.17
C -1.923 3.364 -1.632 -0.19
C -0.725 3.247 -0.693 -0.40
C -1.253 3.349 0.735 -0.21
C -1.663 4.801 1.016 -0.17
P 0.401 1.773 -0.966 1.08
C 0.680 1.598 -2.809 -0.42
C 0.865 2.895 -3.619 -0.19
C 0.349 2.733 -5.053 -0.18
C 0.696 1.347 -5.580 -0.19
C -0.094 0.272 -4.823 -0.18
C -0.426 0.715 -3.394 -0.23
C 2.070 2.386 -0.362 -0.41
C 2.141 2.331 1.166 -0.24
C 3.545 2.711 1.619 -0.17
C 3.827 4.184 1.275 -0.17
C 2.818 4.737 0.265 -0.19
C 2.557 3.757 -0.877 -0.18
H -2.937 6.243 0.031 0.11
H -1.435 5.926 -0.828 0.11
H -3.439 4.872 -1.940 0.12
H -3.687 3.910 -0.491 0.11
H -1.613 3.642 -2.639 0.10
H -2.433 2.406 -1.688 0.07
H -0.044 4.091 -0.859 0.10
H -0.518 3.020 1.467 0.07
H -2.120 2.698 0.830 0.09
H -0.804 5.372 1.374 0.11
H -2.414 4.807 1.806 0.11
H 1.621 1.031 -2.882 0.10
H 1.930 3.133 -3.656 0.11
H 0.353 3.739 -3.161 0.09
H 0.812 3.498 -5.677 0.12
H -0.731 2.877 -5.096 0.12
H 1.769 1.183 -5.459 0.11
H 0.482 1.283 -6.645 0.11
H 0.489 -0.652 -4.819 0.09
H -1.027 0.057 -5.345 0.12
H -0.556 -0.166 -2.747 0.04
H -1.372 1.254 -3.393 0.11
H 2.772 1.630 -0.732 0.09
H 1.881 1.322 1.497 0.05
H 1.435 3.023 1.619 0.10
H 4.263 2.057 1.119 0.11
H 3.650 2.553 2.695 0.11
H 4.835 4.281 0.871 0.11
H 3.783 4.797 2.176 0.11
H 3.206 5.670 -0.148 0.12
H 1.875 4.973 0.764 0.10
H 3.486 3.612 -1.429 0.12
H 1.847 4.215 -1.564 0.08
C 1.461 -2.891 -2.802 -0.17
Si 0.195 -2.994 -1.327 0.80
C -1.509 -3.615 -2.210 -0.61
C -1.232 -4.973 -2.843 -0.08
C -1.898 -2.626 -3.296 -0.10
C -2.653 -3.744 -1.219 -0.10
C 0.977 -4.424 -0.141 -0.61
C 1.930 -3.823 0.887 -0.11
C 1.789 -5.420 -0.971 -0.09
C -0.101 -5.182 0.630 -0.09
H 1.398 -3.802 -3.384 0.04
H 2.485 -2.806 -2.456 0.02
H 1.270 -2.067 -3.480 0.00
H -0.446 -4.932 -3.590 0.08
H -2.138 -5.306 -3.346 0.10
H -0.977 -5.728 -2.108 0.06
H -1.118 -2.491 -4.036 0.07
H -2.166 -1.660 -2.876 0.05
H -2.782 -2.998 -3.809 0.10
H -2.435 -4.426 -0.406 0.06
H -3.530 -4.115 -1.747 0.10
H -2.919 -2.777 -0.801 0.04
H 2.782 -3.359 0.401 0.07
H 2.305 -4.613 1.537 0.10
H 1.425 -3.086 1.508 0.03
H 2.635 -4.942 -1.452 0.07
H 1.188 -5.911 -1.728 0.07
H 2.178 -6.194 -0.310 0.09
H -0.751 -4.503 1.175 0.05
H 0.372 -5.843 1.357 0.09
H -0.703 -5.808 -0.023 0.07
```

LUMO (spin up / spin down)   -5.46 / -5.22 eV
E_HOMO (spin up / spin down)   -10.96 / -10.85 eV
Net charge   +1
Orbital gap (spin up / spin down)   5.50 / 5.63 eV
Spin multiplicity   2